[1]
{
  "formula": "H34O17",
  "method": "ωB97M-V with the def2-TZVPD basis set",
  "symbols": ["O", "O", "O", "O", "O", "O", "O", "O", "O", "O", "O", "O", "O", "O", "O", "O", "O", "H", "H", "H", "H", "H", "H", "H", "H", "H", "H", "H", "H", "H", "H", "H", "H", "H", "H", "H", "H", "H", "H", "H", "H", "H", "H", "H", "H", "H", "H", "H", "H", "H", "H"],
  "coordinates": [[4.148, 1.848, -1.861], [-3.204, 1.393, 3.429], [-3.336, -2.080, 2.605], [-1.216, -4.149, -2.871], [3.978, 2.367, 0.655], [-1.091, 2.569, -3.729], [1.578, -1.332, 0.458], [0.996, 1.252, 1.172], [2.134, 0.228, -1.493], [-1.327, 3.438, -0.923], [-1.742, -4.686, 0.520], [-4.092, -2.202, -0.782], [4.355, -2.137, 1.232], [-0.640, 0.474, -1.730], [-1.399, 1.688, 0.495], [1.070, 3.193, -0.181], [-0.242, -2.099, 2.700], [-0.546, 2.659, -4.576], [-3.741, -1.738, -0.059], [-4.150, -1.671, 2.854], [-1.999, -4.887, 1.427], [5.024, 1.475, -1.683], [3.018, 2.241, 0.560], [-2.551, -1.532, 2.889], [-3.849, 1.012, 3.914], [-1.019, 3.336, -1.738], [1.079, 2.364, -0.544], [-1.925, 2.232, -4.025], [-1.481, 4.361, -0.819], [-1.394, 0.095, -2.040], [1.546, 0.490, 0.851], [-0.256, -1.330, 2.165], [4.496, -2.141, 2.319], [0.249, 3.269, 0.313], [-2.281, 1.708, 3.758], [-1.032, -4.050, 0.540], [1.832, 1.104, -1.908], [0.554, 0.904, 1.960], [4.134, 3.037, 1.234], [4.896, -2.879, 0.785], [2.526, -1.260, 0.336], [0.533, -2.646, 2.796], [1.067, -0.969, -0.301], [-4.992, -2.224, -0.542], [-1.851, -3.539, -2.623], [-1.168, -4.731, -2.290], [3.887, 2.277, -1.046], [-0.615, 2.056, 0.178], [-2.165, 2.078, 0.016], [-0.738, 0.450, -0.720], [3.133, 0.335, -1.558]],
  "multiplicity": 1,
  "total_charge": 0,
  "e_lumo_ev": 0.11,
  "e_tot_ha": -1299.27954,
  "e_above_lowest_kcal_mol": 157.1,
  "e_homo_ev": -10.376,
  "orbital_gap_ev": 10.489
}



[2]
{
  "formula": "H35O17",
  "method": "ωB97M-V with the def2-TZVPD basis set",
  "symbols": ["O", "O", "O", "O", "O", "O", "O", "O", "O", "O", "O", "O", "O", "O", "O", "O", "O", "H", "H", "H", "H", "H", "H", "H", "H", "H", "H", "H", "H", "H", "H", "H", "H", "H", "H", "H", "H", "H", "H", "H", "H", "H", "H", "H", "H", "H", "H", "H", "H", "H", "H", "H"],
  "coordinates": [[1.121, 0.193, -2.472], [0.673, -3.693, 3.193], [-3.095, -3.697, -1.132], [2.229, 2.507, -1.510], [-3.460, 0.200, -4.111], [-1.537, 0.875, -1.340], [2.343, 2.683, 1.592], [-1.268, 1.206, 1.676], [-1.814, 3.959, 1.872], [-1.889, -1.363, -1.308], [-0.300, -4.199, -2.580], [2.927, 0.238, 2.385], [0.192, -3.217, 0.375], [0.828, 4.336, 0.300], [4.540, 0.770, -0.409], [0.848, -1.096, 2.277], [-3.301, 1.712, 0.238], [0.959, -2.970, 0.963], [-1.148, -1.997, -0.920], [-2.217, 1.624, -1.387], [1.984, 1.776, 1.623], [2.970, -0.685, 2.515], [4.235, 1.699, -0.202], [-2.197, -0.003, -1.326], [-2.544, -4.289, -1.655], [0.391, -0.122, -2.983], [-4.281, 1.853, 0.247], [-3.205, 1.861, 1.189], [0.866, 0.078, -1.505], [-0.492, 0.747, 2.171], [-2.576, -2.170, -1.271], [5.446, 0.700, -0.646], [1.605, 4.439, 0.891], [-3.097, 1.018, -4.401], [-2.105, 4.725, 2.367], [1.186, 4.248, -0.597], [1.196, -4.353, 3.731], [1.108, -1.011, 3.200], [-2.775, -0.206, -3.453], [2.585, 2.585, -2.392], [0.695, -4.212, -2.524], [-0.815, 4.030, 1.855], [0.390, -4.087, -0.008], [2.451, 2.632, 2.535], [0.259, -4.238, 2.529], [3.043, 2.445, -0.990], [3.693, 0.297, 1.714], [0.137, -1.779, 2.195], [-1.509, 0.556, -0.339], [-0.286, -4.494, -3.523], [-1.314, 2.159, 1.917], [-3.673, -4.272, -0.567]],
  "multiplicity": 1,
  "total_charge": 1,
  "e_lumo_ev": -2.60,
  "e_tot_ha": -1299.72970,
  "e_above_lowest_kcal_mol": 112.5,
  "e_homo_ev": -12.480,
  "orbital_gap_ev": 9.883
}



[3]
{
  "formula": "H36O18",
  "method": "ωB97M-V with the def2-TZVPD basis set",
  "symbols": ["O", "O", "O", "O", "O", "O", "O", "O", "O", "O", "O", "O", "O", "O", "O", "O", "O", "O", "H", "H", "H", "H", "H", "H", "H", "H", "H", "H", "H", "H", "H", "H", "H", "H", "H", "H", "H", "H", "H", "H", "H", "H", "H", "H", "H", "H", "H", "H", "H", "H", "H", "H", "H", "H"],
  "coordinates": [[-2.830, -1.958, 0.177], [-1.147, -3.580, 1.816], [1.957, 0.281, 2.566], [2.195, -1.776, -0.445], [-2.322, 4.849, 0.587], [5.349, 2.156, 2.365], [-2.143, -2.052, 3.783], [0.714, 2.887, -4.766], [2.483, -5.196, -0.462], [-0.968, -2.266, -4.773], [-0.675, -1.818, -1.946], [0.210, -1.343, 1.310], [3.575, 5.268, 0.617], [-0.161, 1.852, 2.159], [-3.035, -0.208, -3.417], [-2.419, 1.361, 0.624], [4.122, 1.684, -1.570], [-4.336, 0.385, -1.052], [-0.224, -0.946, 0.536], [2.375, -2.654, -0.776], [-1.857, 5.691, 0.535], [0.141, 0.976, 2.427], [2.581, -4.306, -0.111], [-0.451, -2.713, -2.235], [2.666, -5.803, 0.268], [-3.685, -1.802, -0.218], [-1.607, -2.978, 1.211], [-1.422, -3.366, 2.726], [4.279, 4.885, 1.149], [0.406, 3.128, -3.878], [5.220, 1.231, 2.568], [-2.017, 0.491, 0.540], [2.789, 4.725, 0.675], [-2.697, -1.352, 3.440], [4.266, 1.120, -0.803], [1.653, -1.689, 0.373], [-0.851, -1.498, -4.201], [2.115, 0.025, 3.473], [-2.588, -0.539, -2.618], [4.802, 2.709, 2.939], [1.482, -0.480, 2.187], [-4.033, 1.205, -0.643], [-1.895, -2.245, -5.040], [-2.198, -1.922, -0.553], [-3.881, -0.029, -2.973], [3.865, 2.539, -1.233], [1.201, 2.056, -4.710], [-2.254, -2.363, 4.691], [-5.193, 0.370, -0.614], [-0.062, -2.297, 1.375], [-1.894, 1.755, 1.361], [0.079, -1.259, -2.173], [-1.822, 4.176, 0.109], [0.142, 2.634, 2.625]],
  "multiplicity": 1,
  "total_charge": 0,
  "e_lumo_ev": -0.30,
  "e_tot_ha": -1375.86776,
  "e_above_lowest_kcal_mol": 74.8,
  "e_homo_ev": -11.057,
  "orbital_gap_ev": 10.757
}



[4]
{
  "formula": "H36O22S",
  "method": "ωB97M-V with the def2-TZVPD basis set",
  "symbols": ["S", "O", "O", "O", "O", "O", "O", "O", "O", "O", "O", "O", "O", "O", "O", "O", "O", "O", "O", "O", "O", "O", "O", "H", "H", "H", "H", "H", "H", "H", "H", "H", "H", "H", "H", "H", "H", "H", "H", "H", "H", "H", "H", "H", "H", "H", "H", "H", "H", "H", "H", "H", "H", "H", "H", "H", "H", "H", "H"],
  "coordinates": [[-0.246, -0.220, 0.060], [2.634, 0.673, 2.063], [-2.532, -1.487, 2.323], [0.911, 1.737, -2.589], [2.755, -0.320, -1.624], [0.482, -0.553, 1.280], [-0.562, -3.336, 1.502], [3.102, 2.197, -0.332], [-1.644, -0.506, 0.210], [-2.396, 0.558, -2.441], [1.442, -0.490, -4.038], [-1.688, 2.803, -1.123], [0.240, -1.014, -1.078], [2.439, -2.242, 1.374], [1.079, 4.173, -1.301], [0.472, -1.224, 3.673], [-1.660, 1.011, 3.059], [-3.721, 0.650, 0.201], [-0.031, 1.184, -0.241], [1.315, -3.253, -0.828], [-0.854, -2.460, -2.876], [0.552, 3.017, 1.498], [-2.864, -2.461, -0.573], [-2.200, -1.058, 1.479], [3.148, 3.062, -0.702], [0.724, 1.573, -1.657], [-2.294, 1.412, -1.999], [-2.121, 2.957, -0.293], [-0.604, -1.899, -2.135], [1.902, -0.656, -1.408], [-0.754, 1.168, 3.323], [1.367, 3.947, -0.413], [-2.196, -3.162, -0.662], [-2.833, 0.193, 0.279], [0.401, 2.270, 0.860], [-0.421, -2.481, 1.862], [3.224, -1.779, 1.047], [1.777, -3.196, -0.002], [-2.462, -1.566, -0.471], [0.807, 2.636, 2.331], [1.366, -1.325, 3.939], [-1.302, -3.729, 1.933], [-1.791, -2.284, -3.052], [0.860, 3.412, -1.786], [0.867, -2.395, -0.786], [2.487, 1.508, 2.572], [-3.024, 0.126, -1.864], [1.771, -1.346, -3.787], [-2.613, -2.377, 2.061], [1.474, 0.059, -3.231], [-3.592, 1.565, 0.063], [1.806, 0.287, 1.836], [0.130, 1.998, -3.052], [1.780, -1.572, 1.307], [-1.787, 0.033, 3.107], [2.837, 0.525, -1.209], [2.603, 2.399, 0.425], [-1.028, 2.148, -0.869], [0.467, -0.890, 2.752]],
  "multiplicity": 1,
  "total_charge": -2,
  "e_lumo_ev": 4.49,
  "e_tot_ha": -2075.16795,
  "e_above_lowest_kcal_mol": 18.3,
  "e_homo_ev": -3.986,
  "orbital_gap_ev": 8.478
}



[5]
{
  "formula": "H37O18",
  "method": "ωB97M-V with the def2-TZVPD basis set",
  "symbols": ["O", "O", "O", "O", "O", "O", "O", "O", "O", "O", "O", "O", "O", "O", "O", "O", "O", "O", "H", "H", "H", "H", "H", "H", "H", "H", "H", "H", "H", "H", "H", "H", "H", "H", "H", "H", "H", "H", "H", "H", "H", "H", "H", "H", "H", "H", "H", "H", "H", "H", "H", "H", "H", "H", "H"],
  "coordinates": [[0.168, 1.877, -4.732], [2.159, -0.539, -2.672], [-0.618, 1.763, 1.903], [-0.712, -1.622, -3.581], [0.969, -4.083, 1.354], [-0.421, -5.318, -1.459], [0.860, 3.811, -0.306], [-1.537, -0.392, -0.543], [-4.738, -3.864, -0.868], [-3.862, 1.225, 0.619], [-2.217, -3.369, -2.305], [-1.948, 4.678, 2.985], [4.630, 1.024, 1.622], [4.168, -0.946, 4.020], [2.439, 1.988, -1.516], [-1.402, 3.855, 0.492], [1.180, 3.452, 2.990], [0.541, -1.688, 2.381], [-0.607, -0.715, -0.575], [0.446, -2.397, 1.695], [1.477, -0.781, -3.383], [-1.795, -0.925, -1.308], [3.605, -0.207, 3.799], [-0.958, -5.935, -1.950], [1.463, -1.452, 2.446], [0.677, -4.431, 2.184], [0.097, 1.060, -4.238], [-3.376, 0.424, 0.787], [0.862, 2.793, 2.331], [-1.129, 5.058, 3.337], [-4.278, 1.210, -0.228], [4.377, 1.894, 1.964], [2.379, 1.270, -2.245], [-3.041, -2.991, -2.624], [3.390, 1.947, -1.300], [-0.520, -2.546, -3.265], [-0.740, 1.228, 1.124], [4.630, -1.147, 3.200], [-1.434, 4.072, 1.519], [-2.515, -4.231, -1.840], [-4.890, -2.925, -0.990], [1.306, 3.151, -0.932], [-2.218, 4.098, 3.689], [1.244, 3.924, 0.610], [1.073, -4.675, 0.626], [5.577, 1.297, 1.489], [-0.433, 1.204, 2.664], [-3.868, -4.067, -0.568], [-1.462, -1.806, -4.122], [0.795, 3.119, 3.791], [0.378, -5.734, -1.112], [-0.309, 2.003, -5.538], [2.212, -1.274, -2.087], [-0.146, 3.572, 0.193], [-1.931, 3.060, 0.471]],
  "multiplicity": 1,
  "total_charge": 1,
  "e_lumo_ev": -2.71,
  "e_tot_ha": -1376.21574,
  "e_above_lowest_kcal_mol": 108.2,
  "e_homo_ev": -13.372,
  "orbital_gap_ev": 10.657
}



[6]
{
  "formula": "H37O18",
  "method": "ωB97M-V with the def2-TZVPD basis set",
  "symbols": ["O", "O", "O", "O", "O", "O", "O", "O", "O", "O", "O", "O", "O", "O", "O", "O", "O", "O", "H", "H", "H", "H", "H", "H", "H", "H", "H", "H", "H", "H", "H", "H", "H", "H", "H", "H", "H", "H", "H", "H", "H", "H", "H", "H", "H", "H", "H", "H", "H", "H", "H", "H", "H", "H", "H"],
  "coordinates": [[0.042, 5.388, 0.412], [-2.041, -3.743, 1.967], [-2.553, -3.879, -2.422], [-1.274, -0.424, 5.776], [3.121, 3.799, -0.223], [1.606, -4.077, -3.412], [0.363, 0.264, -0.866], [-2.640, -1.395, -0.328], [5.174, -0.202, -0.745], [3.750, -1.205, -2.606], [-3.578, -2.056, 3.237], [-3.894, -2.209, -3.505], [0.509, 2.323, 1.471], [2.562, -0.469, 1.233], [3.427, 1.356, -0.532], [-1.250, 2.662, 3.312], [-0.191, 2.945, -4.177], [-2.803, 1.123, 1.670], [-2.959, 0.419, 0.995], [-0.488, 5.212, 1.239], [-4.772, -2.104, -3.828], [-3.660, -1.298, -3.551], [3.122, 1.969, -1.303], [-3.484, -1.052, 2.938], [-0.226, 1.995, 2.083], [2.149, -0.446, 2.207], [-2.575, 1.880, 1.083], [-0.607, 2.717, -3.338], [-1.622, -4.449, 1.331], [-1.918, -0.804, 5.061], [2.897, -1.100, -2.002], [0.972, 5.045, 0.547], [-2.373, -2.186, 0.267], [4.774, -0.708, -1.507], [1.756, -0.492, 0.721], [2.084, -4.916, -3.144], [-4.500, -2.153, 3.485], [-0.166, 0.919, -1.415], [-2.266, -2.954, -2.596], [4.267, 0.186, -0.405], [-1.217, 2.316, 4.191], [-0.004, -0.619, -1.098], [-3.325, -1.634, -0.860], [-0.438, -0.561, 5.366], [-0.713, 3.834, -4.230], [-3.440, -4.015, -3.075], [2.617, 1.171, 0.079], [1.550, -4.256, -4.359], [1.047, 1.596, 1.373], [5.822, 0.454, -1.202], [3.308, 4.723, -0.450], [-2.289, -4.414, 2.585], [-2.024, 2.348, 3.007], [2.636, 3.847, 0.520], [3.416, -2.097, -2.825]],
  "multiplicity": 1,
  "total_charge": 1,
  "e_lumo_ev": -2.97,
  "e_tot_ha": -1376.10673,
  "e_above_lowest_kcal_mol": 176.7,
  "e_homo_ev": -12.747,
  "orbital_gap_ev": 9.779
}